DFT (ωB97M-V with the def2-TZVPD basis set) results for a cluster of 9 separate species, H19O9 in total at a distorted geometry.

Summary:
- energy relative to the best compared isomer or geometry (same formula, charge and spin) (kcal per mole) = 74.57
- largest force on an atom (eV Å⁻¹) = 8.7
- HOMO (alpha / beta) (eV) = -17.6 / -17.6
- Kohn-Sham gap (alpha / beta) (eV) = 10.23 / 2.75
- ⟨S²⟩ = 0.76
- E_tot (Eh) = -687.65478

```
! wB97M-V def2-TZVPD RIJCOSX def2/J DEFGRID3
* xyz 2 2
O -0.4051 0.1409 -2.7772
H -0.6694 0.7709 -2.1734
H 0.5737 2.3716 3.2085
O -1.6015 0.4308 1.8480
H -2.2155 0.7074 2.5277
O 0.0958 -2.3994 -1.1794
H 0.0483 2.3030 -2.7926
H 0.0242 -1.4642 -0.7739
O -0.5135 2.6656 -2.1545
H -0.4141 0.7004 -3.5606
H -0.7707 0.9173 2.0904
O 2.2554 -1.4646 -2.4226
H -0.1057 1.0021 4.9579
H 1.5475 -1.0453 -3.0814
O 0.6608 0.8013 4.5626
H 1.0241 0.0271 4.5364
H 2.4397 -0.5748 -1.8399
O 0.5699 0.6517 -0.6437
H -0.7497 -2.8024 -1.4080
H 0.0308 1.3329 -0.2482
O -2.0719 -3.2847 -0.4799
H -0.0692 2.7908 -1.3487
H 0.9144 0.2037 0.1764
O 0.9246 2.0753 2.3372
H -1.7825 -4.1165 -0.0502
H -2.3214 -2.6206 0.3450
H 0.6808 -2.1148 -2.0352
H 1.9002 1.9944 2.3793
*
```